Record 1
The following is a DFT calculation (ωB97M-V/def2-TZVPD) of a molecular structure, C34H30N3O4PRuS in a non-equilibrium geometry.

Each line ends with the Mulliken spin population.
Cartesian coordinates (Å):
Ru1 0.658 -0.474 0.602  3.27
O1 -1.278 1.804 3.459  0.01
S1 -0.919 1.580 2.094  -0.03
O2 -1.402 0.298 1.535  0.07
O3 0.544 1.675 1.834  0.06
C1 -1.599 2.848 1.051  0.02
C2 -2.393 3.853 1.561  0.00
C3 -2.880 4.825 0.702  0.00
C4 -2.558 4.780 -0.646  0.00
C5 -1.757 3.769 -1.149  0.01
C6 -1.271 2.781 -0.293  -0.02
P1 -0.197 1.442 -0.918  0.11
C7 1.201 2.410 -1.580  -0.01
C8 1.453 2.593 -2.935  0.00
C9 2.574 3.300 -3.337  0.00
C10 3.448 3.825 -2.400  0.00
C11 3.188 3.663 -1.047  0.00
C12 2.073 2.957 -0.637  0.02
C13 -1.074 0.807 -2.377  0.02
C14 -2.420 1.046 -2.639  0.01
C15 -3.034 0.430 -3.716  0.00
C16 -2.322 -0.436 -4.529  0.00
C17 -0.987 -0.697 -4.257  0.00
C18 -0.368 -0.087 -3.183  0.03
H1 -2.624 3.850 2.614  0.00
H2 -3.511 5.612 1.085  0.00
H3 -2.939 5.539 -1.311  0.00
H4 -1.514 3.743 -2.202  0.00
H5 0.779 2.191 -3.677  0.00
H6 2.765 3.443 -4.390  0.00
H7 4.331 4.357 -2.722  0.00
H8 3.861 4.079 -0.313  0.00
H9 1.867 2.816 0.416  0.01
H10 -2.990 1.704 -2.001  0.00
H11 -4.077 0.623 -3.913  0.00
H12 -2.810 -0.917 -5.363  0.00
H13 -0.435 -1.384 -4.882  0.00
H14 0.669 -0.297 -2.945  0.00
N1 2.342 -0.266 2.475  0.10
C19 2.166 -1.177 3.527  -0.05
C20 3.074 -1.319 4.553  0.01
C21 2.812 -2.181 5.623  -0.01
C22 1.645 -2.892 5.679  0.01
C23 0.717 -2.823 4.620  -0.01
C24 -0.464 -3.591 4.576  0.01
C25 -1.234 -3.570 3.444  0.00
C26 -0.822 -2.788 2.356  0.02
N2 0.237 -2.015 2.384  0.08
C27 0.999 -1.988 3.503  0.04
H15 1.691 0.534 2.566  -0.03
H16 3.292 0.102 2.440  0.00
H17 3.990 -0.746 4.541  0.00
H18 3.539 -2.270 6.414  0.00
H19 1.437 -3.553 6.506  0.00
H20 -0.730 -4.198 5.429  0.00
H21 -2.137 -4.155 3.359  0.00
H22 -1.381 -2.820 1.432  0.01
O4 3.385 0.260 -0.155  0.04
C28 2.479 -0.402 -0.400  0.15
C29 -2.683 -1.689 -0.570  0.09
C30 -1.560 -2.416 -1.178  0.26
C31 -1.692 -3.437 -2.178  0.13
C32 -0.426 -3.845 -2.476  0.12
C33 0.450 -3.080 -1.646  0.31
C34 1.913 -3.207 -1.620  0.07
N3 -0.258 -2.229 -0.875  0.00
H23 -3.397 -2.397 -0.146  0.02
H24 -3.222 -1.146 -1.349  0.03
H25 -2.346 -0.985 0.191  -0.03
H26 -2.620 -3.791 -2.580  0.00
H27 -0.109 -4.593 -3.174  0.00
H28 2.209 -4.166 -2.037  0.01
H29 2.292 -3.094 -0.604  0.00
H30 2.358 -2.414 -2.224  0.02

Computed properties:
Relative energy (zero: lowest compared OMol25 entry of this formula, charge and spin) ... 0.0 kcal/mol
Max |F| ... 2.9 eV/A
<S²> ... 8.775
Net charge ... +1
Energy ... -71104.83506 eV
2S+1 ... 6

=====

Record 2
The following is a DFT calculation (ωB97M-V/def2-TZVPD) of a molecular structure, C34H31Cl3N5OPdSSb in a non-equilibrium geometry.

Each line ends with the Mulliken charge.
Cartesian coordinates (Å):
Pd1 0.738 1.074 -1.481  0.41
C1 -1.175 0.973 -5.597  -1.41
C2 -0.867 1.842 -4.415  0.59
C3 -1.873 2.497 -3.703  -0.62
C4 -1.539 3.190 -2.549  -0.55
C5 -0.206 3.239 -2.143  -0.01
C6 0.744 2.597 -2.961  -0.64
N1 0.407 1.924 -4.057  -0.10
Sb1 2.913 2.717 -2.645  0.60
C7 3.117 0.720 -3.491  0.17
C8 4.185 0.331 -4.285  -0.99
C9 4.190 -0.964 -4.783  -0.32
C10 3.138 -1.809 -4.474  -0.95
C11 2.111 -1.333 -3.663  0.44
C12 0.923 -2.149 -3.277  -0.94
N2 2.125 -0.097 -3.187  0.67
C13 2.602 1.821 -0.652  -0.40
C14 2.181 2.561 0.462  -0.65
C15 2.249 1.954 1.705  -0.35
C16 2.699 0.643 1.796  -0.28
C17 3.053 -0.035 0.633  0.38
C18 3.438 -1.482 0.629  -1.60
N3 3.032 0.563 -0.553  -0.09
H1 -2.016 1.363 -6.165  0.44
H2 -1.425 -0.028 -5.242  0.19
H3 -0.301 0.892 -6.239  0.35
H4 -2.896 2.448 -4.049  0.37
H5 -2.304 3.700 -1.972  0.47
H6 0.109 3.849 -1.296  0.35
H7 4.990 1.022 -4.497  0.42
H8 5.008 -1.308 -5.403  0.41
H9 3.111 -2.824 -4.845  0.49
H10 0.177 -2.134 -4.070  0.19
H11 0.491 -1.697 -2.381  -0.15
H12 1.191 -3.183 -3.077  0.47
H13 1.883 3.601 0.362  0.47
H14 1.950 2.497 2.592  0.52
H15 2.765 0.142 2.748  0.55
H16 3.730 -1.815 1.623  0.44
H17 4.251 -1.652 -0.074  0.40
H18 2.574 -2.058 0.292  0.24
Cl1 2.902 -0.974 5.622  -0.20
C19 1.381 -0.496 4.964  0.15
C20 0.627 -1.401 4.238  -0.98
C21 -0.588 -1.011 3.705  0.28
C22 -1.073 0.282 3.857  -0.27
C23 -2.371 0.770 3.242  -0.33
C24 -2.093 1.612 1.962  -0.91
N4 -1.592 0.896 0.821  0.85
C25 -2.265 0.765 -0.367  -1.12
C26 -1.526 -0.075 -1.151  -0.46
N5 -0.419 -0.497 -0.452  -1.01
C27 -0.458 0.146 0.698  0.09
O1 -3.400 -0.182 3.121  -0.45
C28 -3.381 -1.142 2.082  0.47
C29 -3.561 -2.545 2.598  -0.38
C30 -3.586 -3.622 1.759  0.59
Cl2 -3.394 -3.560 0.058  -0.20
S1 -3.827 -5.119 2.595  -0.18
C31 -3.884 -4.279 4.095  -0.33
C32 -3.729 -2.940 3.949  -1.05
C33 -0.296 1.168 4.608  0.96
Cl3 -0.828 2.790 4.900  -0.21
C34 0.913 0.792 5.170  -0.76
H19 0.989 -2.404 4.080  0.48
H20 -1.159 -1.740 3.158  0.23
H21 -2.804 1.482 3.960  0.43
H22 -1.389 2.404 2.239  0.52
H23 -3.041 2.066 1.660  0.44
H24 -3.187 1.280 -0.553  0.60
H25 -1.758 -0.465 -2.128  0.72
H26 0.260 0.013 1.488  0.51
H27 -2.455 -1.115 1.505  -0.20
H28 -4.209 -0.917 1.392  0.39
H29 -4.035 -4.837 4.997  0.45
H30 -3.730 -2.237 4.761  0.45
H31 1.489 1.497 5.750  0.46

Computed properties:
Max |F| ... 1.3 eV/A
Energy ... -103677.09726 eV

=====

Record 3
The following is a DFT calculation (ωB97M-V/def2-TZVPD) of a molecular structure, C34H31Cl4FGeN5O6W in a non-equilibrium geometry.

Each line ends with the Mulliken spin population.
Cartesian coordinates (Å):
W1 -0.109 -0.900 2.647  0.92
Cl1 -6.937 -1.706 5.369  0.00
C1 -5.460 -1.539 4.489  0.00
C2 -5.386 -1.989 3.169  0.00
C3 -4.217 -1.857 2.449  -0.01
C4 -3.095 -1.285 3.045  0.02
O1 -1.985 -1.135 2.317  0.01
C5 -3.161 -0.839 4.371  0.00
C6 -2.038 -0.242 5.043  0.01
N1 -0.831 -0.178 4.609  0.00
C7 0.206 0.380 5.419  0.01
C8 0.130 0.606 6.767  0.00
C9 1.213 1.189 7.457  0.00
C10 2.355 1.540 6.797  0.00
C11 2.473 1.287 5.411  0.00
C12 3.608 1.640 4.644  0.00
C13 3.640 1.368 3.308  0.00
C14 2.563 0.678 2.729  -0.02
N2 1.497 0.335 3.419  -0.02
C15 1.405 0.676 4.740  0.00
C16 -4.364 -0.962 5.083  0.00
H1 -6.258 -2.439 2.714  0.00
H2 -4.144 -2.196 1.425  0.00
H3 -2.251 0.178 6.023  0.00
H4 -0.751 0.331 7.331  0.00
H5 1.125 1.357 8.521  0.00
H6 3.180 2.003 7.321  0.00
H7 4.443 2.128 5.130  0.00
H8 4.490 1.628 2.696  0.00
H9 2.588 0.375 1.692  0.00
H10 -4.426 -0.611 6.105  0.00
C17 0.897 4.471 -3.204  0.00
C18 -0.461 3.921 -2.801  0.00
N3 -0.349 2.717 -1.955  0.01
C19 -0.456 2.847 -0.631  0.00
C20 -0.317 1.813 0.261  0.01
C21 -0.534 2.091 1.710  0.00
O2 -0.608 3.223 2.122  0.00
O3 -0.711 1.030 2.454  0.02
C22 0.002 0.532 -0.209  0.02
O4 0.252 -0.468 0.525  0.00
C23 0.099 0.371 -1.650  0.01
C24 0.344 -0.898 -2.188  0.00
C25 0.412 -1.053 -3.540  0.00
F1 0.589 -2.283 -4.051  0.00
C26 0.275 0.032 -4.425  0.00
C27 0.034 1.281 -3.891  0.00
C28 -0.078 1.467 -2.504  0.00
N4 0.365 -0.105 -5.837  0.00
C29 -0.892 -0.030 -6.567  0.00
C30 -0.627 0.349 -8.012  0.00
N5 0.324 -0.650 -8.617  0.00
C31 1.598 -0.750 -7.817  0.00
C32 1.245 -1.122 -6.390  0.00
H11 0.764 5.354 -3.828  0.00
H12 1.483 3.741 -3.761  0.00
H13 1.468 4.765 -2.323  0.00
H14 -1.080 3.676 -3.663  0.00
H15 -1.015 4.655 -2.220  0.00
H16 -0.669 3.838 -0.248  0.00
H17 0.439 -1.753 -1.531  0.00
H18 -0.036 2.116 -4.573  0.00
H19 -1.538 0.728 -6.129  0.00
H20 -1.440 -0.986 -6.529  0.00
H21 -0.137 1.319 -8.080  0.00
H22 -1.537 0.352 -8.608  0.00
H23 0.530 -0.401 -9.585  0.00
H24 -0.125 -1.570 -8.642  0.00
H25 2.077 0.226 -7.870  0.00
H26 2.230 -1.500 -8.288  0.00
H27 2.167 -1.172 -5.813  0.00
H28 0.797 -2.125 -6.376  0.00
C33 2.490 -3.949 1.408  0.00
C34 2.528 -2.540 1.897  0.00
O5 3.500 -1.902 2.182  0.00
O6 1.286 -1.993 2.042  0.02
H29 3.420 -4.177 0.895  0.00
H30 1.620 -4.128 0.782  0.00
H31 2.402 -4.600 2.281  0.00
Cl2 0.227 -2.647 4.383  0.00
Ge1 -1.498 -4.328 3.154  0.01
Cl3 -1.105 -3.576 1.043  0.00
Cl4 -0.151 -6.032 2.974  0.00

Computed properties:
Relative energy (zero: lowest compared OMol25 entry of this formula, charge and spin) ... 39.7 kcal/mol
Max |F| ... 1.7 eV/A
<S²> ... 0.755
Net charge ... +2
Energy ... -166639.20955 eV
2S+1 ... 2

=====

Q: Which of these has the lowest energy?
A: C34H31Cl4FGeN5O6W